Entry 1:
Below is a cluster of 2 separate species, C7H17N in total, with properties calculated with wB97M-V/def2-TZVPD.

XYZ file:
```
25
Properties=species:S:1:pos:R:3
C 2.38455 0.84082 -0.78074
C 3.51998 -0.03382 -0.23552
C 1.13306 0.66000 -0.02876
N 0.38798 -0.46993 -0.46044
C -3.08672 0.33984 1.23289
C -1.67555 0.58709 0.67196
C -0.83879 -0.76521 0.27852
C -1.60405 -1.51815 -0.73028
H 2.35416 0.52252 -1.82650
H 2.68422 1.90531 -0.77114
H 4.38350 -0.09085 -1.01497
H 2.87890 -1.02298 -0.18129
H 3.93401 0.31398 0.72918
H 1.40526 0.57842 1.08339
H 0.35760 1.57919 0.02568
H 0.30066 2.48952 -0.39282
H -3.20271 -0.44775 1.99269
H -3.65865 1.18338 1.69981
H -3.76652 -0.01079 0.37217
H -1.09733 1.19901 1.36850
H -1.92813 1.02912 -0.26398
H -0.82337 -1.46156 1.12052
H -1.36499 -2.56184 -0.84766
H -2.77542 -1.48681 -0.63328
H -1.39196 -1.09176 -1.68575
```

Properties
- E_LUMO (eV) = -0.877
- frontier orbital gap (Eh) = 0.2751
- ΔE to the lowest compared entry with this formula, charge and spin (kcal per mole) = 148.4
- strongest force on any atom (eV Å⁻¹) = 8.17
- total charge = 0
- E (a.u.) = -331.4345
- 2S+1 = 1

---

Entry 2:
Below is the molecule C7H17N, with properties calculated with wB97M-V/def2-TZVPD.

XYZ file:
```
25
Properties=species:S:1:pos:R:3
C 0.81081 -0.08888 -0.54593
N 0.95526 0.25533 0.89428
C 0.56634 -0.74314 1.92041
C -0.39476 -0.04607 2.89449
C 0.04189 -2.05779 1.39377
C 0.69178 1.19913 -1.36470
C -1.60556 0.93720 -2.34319
C -0.10600 0.98155 -2.66999
H 1.72671 -0.60243 -0.84566
H -0.02945 -0.76717 -0.65781
H 1.91644 0.51377 1.05628
H 1.45806 -0.89200 2.53434
H -0.63838 -0.57843 3.81086
H -1.31729 0.21774 2.35938
H 0.03074 0.93237 3.10622
H -0.96233 -1.87403 0.99417
H -0.16706 -2.74469 2.18937
H 0.74993 -2.57715 0.75154
H 0.18752 2.00324 -0.82615
H 1.72557 1.51963 -1.51208
H -1.97019 1.87660 -1.93728
H -1.75900 0.15307 -1.59387
H -2.15751 0.57741 -3.21290
H 0.09472 1.79562 -3.36520
H 0.15176 0.00912 -3.03034
```

Properties
- E_LUMO (eV) = 1.100
- structure (SMILES) = CCCCNC(C)C
- frontier orbital gap (Eh) = 0.3507
- ΔE to the lowest compared entry with this formula, charge and spin (kcal per mole) = 22.7
- strongest force on any atom (eV Å⁻¹) = 1.52
- total charge = 0
- E (a.u.) = -331.6348
- 2S+1 = 1

---

Entry 3:
Below is the molecule C7H17N, with properties calculated with wB97M-V/def2-TZVPD.

XYZ file:
```
25
Properties=species:S:1:pos:R:3
C 0.24564 -0.49559 0.56805
N -0.88253 -1.48423 0.65737
C -1.56936 -1.71246 1.94920
C -0.96345 -2.82350 2.84117
C 0.05797 -0.09782 -0.94795
C 0.93587 3.10638 -2.38187
C 0.66118 2.17145 -1.31135
C 1.21653 0.72392 -1.48854
H 1.16144 -1.03244 0.81026
H 0.20574 0.39361 1.15920
H -0.54139 -2.42116 0.24093
H -1.83759 -0.80674 2.57728
H -2.63948 -1.92268 1.48241
H 0.00782 -2.53587 3.35407
H -1.49507 -3.23156 3.70424
H -0.63561 -3.71631 2.25637
H -0.01753 -0.92390 -1.59276
H -1.00708 0.36948 -0.97010
H 1.07368 2.67152 -3.39674
H 1.78934 3.85573 -2.32697
H -0.06125 3.87531 -2.53217
H -0.36967 2.28397 -0.89862
H 1.12728 2.53136 -0.34439
H 2.05649 0.50683 -0.89465
H 1.48102 0.71471 -2.51446
```

Properties
- E_LUMO (eV) = 1.133
- structure (SMILES) = CCCCCNCC
- frontier orbital gap (Eh) = 0.3526
- ΔE to the lowest compared entry with this formula, charge and spin (kcal per mole) = 77.1
- strongest force on any atom (eV Å⁻¹) = 6.02
- total charge = 0
- E (a.u.) = -331.5480
- 2S+1 = 1

---

Entry 4:
Below is the molecule C7H17N, with properties calculated with wB97M-V/def2-TZVPD.

XYZ file:
```
25
Properties=species:S:1:pos:R:3
C 0.41685 0.52397 -0.48015
C -0.31186 0.31603 0.84907
C 0.16113 -0.49872 -1.58759
C 1.92424 0.76424 -0.31744
C -0.17633 -2.29667 1.13487
C -0.24518 1.96217 -0.98394
C -1.83852 0.25654 0.84146
N 0.28332 -0.97819 1.51136
H 1.28632 -0.95172 1.67583
H -0.01094 1.10805 1.54230
H -0.88796 -0.79763 -1.64318
H 2.45072 -0.16536 -0.08396
H 0.43398 -0.08083 -2.56353
H 0.77509 -1.39213 -1.45571
H 2.13082 1.48170 0.48273
H 2.35763 1.15938 -1.24292
H -0.09312 -2.97582 1.99275
H -1.22767 -2.32706 0.83570
H 0.41364 -2.73021 0.32261
H -2.23143 -0.40086 0.06278
H -0.22494 2.74011 -0.21549
H -1.26594 1.82032 -1.34860
H 0.35501 2.32339 -1.82456
H -2.20784 -0.11289 1.80381
H -2.26701 1.25216 0.69179
```

Properties
- E_LUMO (eV) = 0.900
- structure (SMILES) = CN[C@H](C)C(C)(C)C
- frontier orbital gap (Eh) = 0.3274
- ΔE to the lowest compared entry with this formula, charge and spin (kcal per mole) = 21.4
- strongest force on any atom (eV Å⁻¹) = 3.78
- total charge = 0
- E (a.u.) = -331.6368
- 2S+1 = 1

---

Entry 5:
Below is a structure of composition C7H17N, with properties calculated with wB97M-V/def2-TZVPD.

XYZ file:
```
25
Properties=species:S:1:pos:R:3
C -0.98262 0.11011 -0.94441
N 0.08796 0.86302 -0.34724
C 1.22728 1.44525 -1.55198
C 2.08107 2.58112 -0.85156
C -1.86624 -0.29233 0.20175
C 0.00692 -2.71610 1.08551
C 0.13747 -1.24300 1.42350
C -1.25471 -0.65591 1.50750
H -0.72019 -0.86740 -1.50265
H -1.62969 0.71242 -1.67410
H 0.15212 1.78685 -1.07116
H 1.90824 0.73831 -2.04817
H 0.75240 1.87698 -2.47019
H 2.89885 2.06318 -0.12975
H 2.69894 3.15349 -1.58490
H 1.42114 3.37667 -0.38969
H -2.46989 0.52518 0.45469
H -2.57211 -1.11045 -0.17310
H 0.89134 -3.46978 1.36994
H -0.02734 -2.83382 -0.04758
H -0.93301 -3.20877 1.45724
H 0.71638 -0.73690 0.70141
H 0.63624 -1.05711 2.42005
H -1.21113 0.27194 2.12035
H -1.94940 -1.31295 2.04454
```

Properties
- E_LUMO (eV) = 0.922
- frontier orbital gap (Eh) = 0.3636
- ΔE to the lowest compared entry with this formula, charge and spin (kcal per mole) = 127.3
- strongest force on any atom (eV Å⁻¹) = 5.62
- total charge = 0
- E (a.u.) = -331.4680
- 2S+1 = 1

---

Entry 6:
Below is the ion C7H17N2 with charge +1, with properties calculated with wB97M-V/def2-TZVPD.

XYZ file:
```
26
Properties=species:S:1:pos:R:3
C 2.06993 0.77310 1.73878
C 2.10696 -0.04966 0.70076
C 1.87780 -0.16179 -1.95057
C -1.07114 0.01081 1.57985
C -2.19358 -1.30198 -0.15997
C -1.59303 1.05519 -0.60060
C 1.31278 0.18546 -0.51370
N -0.00377 -0.53675 -0.50563
N -1.22336 -0.21036 0.08172
H 2.59733 0.48911 2.69229
H 1.39333 1.59934 1.63524
H 2.70988 -0.97823 0.67710
H 1.00091 -0.29784 -2.67227
H 2.64732 -0.99997 -1.89021
H 2.38075 0.56685 -2.47071
H -0.21619 -0.54203 1.94281
H -0.97714 1.15960 1.73432
H -1.95681 -0.30243 2.00895
H -2.28166 -1.49180 -1.28030
H -1.92952 -2.19020 0.26642
H -3.09515 -0.97515 0.15250
H -1.61529 1.09950 -1.69208
H -2.52387 1.41697 -0.37904
H -0.93420 1.88263 -0.26250
H 1.11599 1.28755 -0.54021
H 0.40172 -1.48791 -0.29294
```

Properties
- E_LUMO (eV) = -2.600
- structure (SMILES) = C=C[C@@H](C)N[N+](C)(C)C
- frontier orbital gap (Eh) = 0.3985
- ΔE to the lowest compared entry with this formula, charge and spin (kcal per mole) = 89.2
- strongest force on any atom (eV Å⁻¹) = 4.83
- total charge = +1
- E (a.u.) = -386.0399
- 2S+1 = 1